Entry P
The molecule C7H16N2. Source: OMol25; level of theory: ωB97M-V with the def2-TZVPD basis set.

**E_HOMO**: -8.07 eV
**Charge**: 0
**SMILES**: C=C(C)[C@](C)(N)CNC

Cartesian coordinates (Å):
C1 1.783 -0.014 -1.053
C2 0.974 -0.162 0.019
C3 1.503 -0.992 1.171
C4 -0.210 0.916 0.373
C5 -0.600 1.859 -0.773
N1 0.212 1.793 1.482
C6 -1.379 -0.007 0.788
N2 -1.430 -1.304 -0.002
C7 -1.165 -1.545 -1.400
H1 2.776 -0.455 -1.081
H2 1.509 0.561 -1.930
H3 0.984 -0.809 2.115
H4 1.407 -2.057 0.936
H5 2.562 -0.789 1.353
H6 0.268 2.423 -1.139
H7 -1.023 1.344 -1.637
H8 -1.363 2.576 -0.444
H9 0.538 1.246 2.273
H10 1.005 2.349 1.167
H11 -1.257 -0.317 1.833
H12 -2.349 0.493 0.700
H13 -1.400 -2.155 0.559
H14 -1.951 -2.190 -1.806
H15 -1.145 -0.636 -2.000
H16 -0.248 -2.129 -1.504



Entry Q
A structure of composition C7H16N2. Source: OMol25; level of theory: ωB97M-V with the def2-TZVPD basis set.

**E_HOMO**: -7.24 eV
**Charge**: 0

Cartesian coordinates (Å):
C1 0.355 -0.896 -0.129
C2 2.695 -0.450 -1.123
C3 2.392 -0.126 1.281
C4 -2.702 0.448 -1.107
C5 -2.459 -0.573 1.036
N1 1.782 -0.173 -0.033
N2 -1.849 -0.304 -0.233
C6 -0.072 0.459 -0.110
C7 -0.091 1.766 -0.043
H1 0.258 -1.411 -1.080
H2 0.175 -1.491 0.764
H3 1.631 0.136 2.016
H4 3.494 0.296 -1.146
H5 2.153 -0.414 -2.068
H6 3.154 -1.443 -1.020
H7 3.170 0.641 1.312
H8 2.842 -1.091 1.552
H9 -1.875 -1.318 1.587
H10 -3.671 -0.049 -1.272
H11 -2.226 0.572 -2.086
H12 -2.941 1.464 -0.725
H13 -2.554 0.333 1.675
H14 -3.468 -1.006 0.940
H15 -1.025 2.301 0.061
H16 0.831 2.327 -0.048



Entry R
A cluster of 3 separate species, C7H16N2 in total. Source: OMol25; level of theory: ωB97M-V with the def2-TZVPD basis set.

**E_HOMO (spin up / spin down)**: -6.16 / -6.34 eV
**Charge**: 0

Cartesian coordinates (Å):
C1 -1.685 0.215 0.203
C2 0.683 -0.807 -0.089
C3 0.552 0.343 0.641
C4 -1.914 1.697 0.108
C5 0.882 -0.835 -1.564
N1 -2.104 -0.299 1.481
N2 -2.168 -0.446 -0.973
C6 2.788 -0.519 0.835
C7 3.701 0.167 0.168
H1 0.405 -1.741 0.389
H2 -3.084 -0.087 1.685
H3 -1.980 -1.302 1.553
H4 -3.029 -0.043 -1.345
H5 -2.306 -1.440 -0.840
H6 0.823 1.292 0.201
H7 0.398 0.302 1.709
H8 3.051 -1.130 1.699
H9 -1.467 2.106 -0.799
H10 -2.996 1.923 0.079
H11 -1.504 2.214 0.974
H12 1.303 0.103 -1.925
H13 -0.085 -0.983 -2.053
H14 1.544 -1.653 -1.849
H15 4.768 0.147 0.405
H16 3.424 0.776 -0.693



Energies in kcal/mol, measured from the most stable structure: entry P 0.0; entry Q 84.3; entry R 103.4.